No. 1
{
  "formula": "C44H56Cl3CsN10O2S2",
  "method": "ωB97M-V/def2-TZVPD",
  "symbols": ["Cs", "C", "N", "C", "C", "N", "C", "C", "C", "C", "C", "C", "N", "C", "N", "C", "C", "N", "C", "C", "N", "C", "C", "H", "H", "H", "H", "H", "H", "H", "H", "H", "H", "H", "H", "H", "H", "H", "H", "H", "H", "H", "H", "H", "H", "H", "H", "H", "H", "H", "H", "C", "C", "N", "C", "C", "C", "S", "N", "C", "O", "C", "C", "C", "C", "C", "C", "H", "H", "H", "H", "H", "H", "H", "H", "H", "H", "H", "H", "H", "H", "H", "Cl", "C", "C", "C", "C", "C", "C", "N", "C", "C", "N", "C", "O", "C", "C", "C", "Cl", "S", "C", "C", "C", "Cl", "C", "H", "H", "H", "H", "H", "H", "H", "H", "H", "H", "H", "H", "H"],
  "coordinates": [[0.173100, -1.273900, 0.054500], [2.940300, 1.939800, -1.032800], [2.699100, 3.288500, -1.480600], [3.237600, 3.564200, -2.795100], [1.499100, 3.861100, -1.106400], [0.595000, 3.134100, -0.567600], [-0.382800, 3.620600, 0.282200], [-0.030200, 4.556600, 1.258800], [-0.933600, 5.033900, 2.188100], [-2.235000, 4.564800, 2.165300], [-2.599600, 3.619800, 1.226700], [-1.704300, 3.121600, 0.274100], [-2.116100, 2.097700, -0.557900], [-3.243400, 2.081500, -1.167800], [-3.845300, 0.889900, -1.498800], [-3.376600, -0.308900, -0.848200], [-4.299300, 0.678000, -2.855300], [-3.968900, 3.190500, -1.595300], [-5.386100, 3.272100, -1.331400], [-3.319500, 4.462600, -1.752300], [1.429400, 5.217900, -1.416300], [0.150000, 5.849200, -1.596900], [2.483700, 6.107800, -0.989000], [4.015400, 1.773200, -0.983000], [2.489100, 1.198500, -1.701700], [2.511500, 1.815000, -0.043700], [4.314000, 3.384300, -2.782400], [3.055000, 4.596600, -3.079300], [2.783400, 2.911900, -3.553000], [0.996600, 4.898800, 1.282700], [-0.619300, 5.758200, 2.926700], [-2.960400, 4.922800, 2.882200], [-3.606700, 3.222900, 1.227900], [-3.103100, -0.078200, 0.177700], [-2.510400, -0.749700, -1.355800], [-4.181300, -1.043300, -0.833200], [-4.568700, 1.624900, -3.317300], [-5.172200, 0.021000, -2.852900], [-3.509900, 0.205500, -3.459200], [-5.768100, 2.290800, -1.063700], [-5.917800, 3.636600, -2.215800], [-5.582600, 3.966000, -0.503400], [-2.295100, 4.286300, -2.066100], [-3.311100, 5.064100, -0.834900], [-3.835400, 5.021500, -2.536400], [-0.513400, 5.145700, -2.091400], [0.279600, 6.719000, -2.244000], [-0.316500, 6.173100, -0.659300], [3.368700, 5.530700, -0.732700], [2.171200, 6.682600, -0.106600], [2.730400, 6.816600, -1.786600], [-5.376700, -3.944800, -0.846700], [-4.713300, -4.102100, 0.521000], [-3.423500, -4.735800, 0.420400], [-3.348700, -6.111200, -0.024200], [-2.934100, -6.239700, -1.488800], [-2.267000, -4.080200, 0.681400], [-2.299900, -2.569600, 1.426300], [-1.154800, -4.776100, 0.495000], [-0.077900, -4.435200, -0.170700], [0.051000, -3.464600, -0.944400], [1.040600, -5.414300, -0.037000], [0.800000, -6.775400, 0.081900], [1.855200, -7.669100, 0.114700], [3.162200, -7.210100, 0.050800], [3.404800, -5.850000, -0.055400], [2.349900, -4.957600, -0.104800], [-6.244100, -3.294300, -0.773000], [-5.700300, -4.906700, -1.236500], [-4.669800, -3.506100, -1.546800], [-5.358300, -4.680300, 1.194800], [-4.541700, -3.120400, 0.969400], [-4.321200, -6.581300, 0.150000], [-2.601300, -6.612100, 0.599400], [-3.669900, -5.779500, -2.141400], [-2.826800, -7.287200, -1.758800], [-1.980000, -5.740600, -1.632900], [-0.217600, -7.130400, 0.133300], [1.656800, -8.731100, 0.174200], [3.986200, -7.913400, 0.067700], [4.420100, -5.481200, -0.122300], [2.522800, -3.896400, -0.203600], [7.473300, 5.208900, 1.231800], [7.426700, 3.506500, 0.984300], [6.796500, 2.982200, -0.132700], [6.791400, 1.613900, -0.327300], [7.413400, 0.751600, 0.567400], [7.472600, -0.732800, 0.286100], [6.615500, -1.570000, 1.270600], [5.251400, -1.131400, 1.311300], [4.671100, -0.346600, 2.266900], [3.362800, -0.210800, 1.902900], [3.137800, -0.883400, 0.740700], [4.282100, -1.423600, 0.415400], [7.047800, -0.970500, -1.040200], [7.779500, -1.959400, -1.735300], [9.234400, -1.616000, -1.861400], [9.707100, -0.561100, -2.589200], [8.772700, 0.524400, -3.516600], [11.429300, -0.406300, -2.486500], [11.505600, -1.767300, -1.437900], [10.283000, -2.296000, -1.192000], [8.039300, 1.305400, 1.680400], [8.857400, 0.294500, 2.822600], [8.045900, 2.672000, 1.901700], [6.324700, 3.641600, -0.843200], [6.321800, 1.185300, -1.198600], [8.518200, -1.053900, 0.410000], [7.046500, -1.512400, 2.271800], [6.643800, -2.610200, 0.928800], [5.213500, 0.034200, 3.108300], [2.579400, 0.330000, 2.398300], [4.460800, -2.020700, -0.457600], [7.306900, -2.003700, -2.719700], [7.683200, -2.938600, -1.247900], [12.453800, -2.094300, -1.064000], [10.114400, -3.148700, -0.560100], [8.534100, 3.078800, 2.771800]],
  "forces_ev_per_a": [[0.53, 2.85, 0.47], [0.00, -0.09, 0.17], [0.01, 0.00, 0.02], [0.04, 0.09, -0.07], [-0.08, 0.25, -0.10], [0.05, -0.61, -0.44], [-0.22, 0.31, 0.28], [-0.05, -0.03, 0.06], [0.05, 0.10, 0.05], [-0.11, 0.07, 0.07], [0.03, 0.00, 0.02], [-0.04, 0.46, 0.33], [0.34, -0.68, -0.40], [-0.03, 0.40, -0.06], [0.06, -0.04, -0.04], [0.02, 0.05, 0.21], [-0.11, -0.02, -0.17], [0.12, -0.14, 0.27], [-0.17, 0.01, -0.04], [0.11, 0.11, -0.10], [-0.07, -0.16, 0.20], [-0.18, 0.02, -0.06], [0.12, 0.10, 0.00], [0.06, -0.10, -0.03], [-0.01, -0.06, 0.02], [0.05, -0.10, -0.03], [0.01, 0.00, -0.07], [0.03, -0.02, 0.00], [0.05, -0.02, 0.00], [0.07, 0.01, 0.01], [0.01, 0.03, 0.04], [-0.04, -0.01, 0.06], [-0.06, -0.05, 0.01], [0.02, -0.09, -0.06], [-0.03, -0.01, -0.02], [0.02, -0.08, -0.03], [-0.01, -0.06, 0.00], [0.03, 0.01, -0.06], [-0.09, 0.02, 0.03], [-0.05, 0.02, -0.02], [-0.05, -0.01, 0.04], [-0.02, -0.02, -0.02], [0.03, 0.08, 0.00], [0.00, -0.01, -0.06], [0.01, 0.03, -0.02], [-0.07, 0.05, -0.01], [0.00, 0.00, -0.03], [0.01, 0.03, -0.06], [0.04, 0.06, -0.02], [0.04, -0.01, -0.02], [0.04, -0.01, 0.06], [0.09, -0.08, 0.27], [-0.32, 0.27, 0.01], [0.34, -0.03, -0.04], [0.15, -0.32, -0.24], [-0.10, -0.01, 0.23], [-0.50, 0.11, 0.34], [-0.31, 0.48, 0.56], [0.41, -0.71, 0.01], [-0.72, -0.76, 0.19], [0.09, -1.36, -1.02], [0.35, 0.09, -0.09], [-0.02, -0.02, 0.03], [0.08, -0.13, 0.00], [0.06, -0.11, -0.04], [0.17, 0.07, 0.01], [-0.09, -0.05, -0.04], [-0.15, 0.04, 0.01], [-0.06, -0.08, -0.14], [0.05, 0.08, -0.11], [0.06, 0.02, -0.04], [-0.14, -0.25, -0.03], [0.04, 0.08, 0.00], [-0.18, -0.04, -0.05], [-0.07, 0.01, -0.13], [0.00, -0.14, -0.09], [0.05, -0.01, -0.10], [-0.10, 0.02, 0.00], [0.01, -0.03, 0.04], [-0.01, 0.03, 0.01], [0.07, -0.02, 0.05], [0.05, 0.12, -0.06], [-0.03, 0.30, 0.05], [0.04, -0.45, -0.04], [-0.01, 0.08, 0.10], [0.06, -0.09, 0.11], [0.15, -0.14, -0.10], [0.04, -0.22, 0.39], [0.65, 0.05, -0.45], [-0.23, -0.07, 0.00], [-0.29, 0.25, 0.28], [0.32, 0.13, 0.17], [-0.16, -0.20, -0.32], [-0.04, -0.02, -0.15], [-0.27, 0.24, 0.21], [0.10, -0.12, -0.19], [-0.20, 0.31, -0.20], [0.46, -0.23, 0.19], [-0.05, 0.10, -0.11], [-0.54, -0.22, 0.14], [0.06, 0.27, -0.19], [0.13, 0.03, -0.11], [-0.27, 0.21, -0.28], [0.21, -0.08, 0.19], [-0.05, 0.06, -0.03], [-0.07, 0.08, -0.07], [-0.01, 0.01, -0.08], [-0.17, 0.03, 0.02], [-0.15, -0.08, -0.14], [0.01, 0.09, 0.15], [0.18, 0.03, 0.15], [-0.08, 0.12, 0.14], [0.11, -0.15, -0.15], [0.06, -0.12, 0.10], [-0.04, 0.02, -0.07], [0.24, -0.08, 0.10], [0.01, -0.21, 0.14], [0.07, 0.05, 0.08]],
  "total_energy_ha": -4605.39088,
  "charge": 0,
  "homo_lumo_gap_ev": 7.229,
  "de_lowest_kcal_mol": 0.0,
  "e_lumo_ev": 0.17,
  "multiplicity": 1
}

No. 2
{
  "formula": "C2H4FNO",
  "method": "ωB97M-V/def2-TZVPD",
  "symbols": ["C", "C", "N", "O", "F", "H", "H", "H", "H"],
  "coordinates": [[-0.131621, -1.121185, -0.781045], [-0.360371, 1.852895, 0.111782], [0.417137, -1.453324, 0.397066], [-0.588265, 1.768808, 1.303992], [-0.027285, -2.123632, -1.630917], [-1.017387, 2.503086, -0.465650], [0.443734, 1.509650, -0.497301], [0.858559, -2.347401, 0.606541], [0.405499, -0.588898, 0.955532]],
  "forces_ev_per_a": [[0.42, 0.21, 1.08], [-1.65, 1.82, 1.19], [-0.92, 1.50, -1.59], [1.03, -0.90, -1.00], [0.08, -0.82, -0.21], [-0.51, 0.09, -0.44], [1.20, -1.03, 0.18], [0.00, 0.40, 0.22], [0.35, -1.27, 0.56]],
  "total_energy_ha": -308.37126,
  "charge": 0,
  "homo_lumo_gap_ev": 10.389,
  "de_lowest_kcal_mol": 70.1,
  "e_lumo_ev": 0.84,
  "multiplicity": 1
}